{"formula": "C4H8O", "method": "ωB97M-V/def2-TZVPD", "lumo_ev": 1.1, "total_charge": 0, "e_homo_ha": -0.3547, "smiles": "C=CCOC", "e_tot_ha": -232.3129, "homo_lumo_gap_ev": 10.71, "de_lowest_kj_mol": 348.6, "symbols": ["H", "H", "H", "H", "C", "H", "C", "H", "H", "O", "C", "C", "H"], "xyz": [[-0.05456, 2.06047, 0.29403], [3.09572, -0.57208, 0.14346], [1.54490, -1.52946, -0.91779], [-2.99110, -0.47578, -0.57535], [-0.98629, 0.25374, -0.51472], [-2.17919, -0.33935, 1.08154], [1.79973, -0.60948, -0.00017], [0.11294, 0.46848, 1.26059], [-0.89235, 0.15495, -1.66190], [1.37096, 0.72457, -0.39890], [0.16573, 0.96332, 0.20113], [-2.09551, -0.23834, 0.03619], [1.10900, -0.86104, 1.05191]], "lowdin_charge": [0.1386, 0.1385, 0.1417, 0.0665, -0.1811, 0.0350, -0.1346, 0.1153, 0.1298, -0.2355, -0.3285, -0.0127, 0.1270]}